1.
Molecular formula: C38H47AlBr2F7LiN5NaO13S2
Method: DFT, ωB97M-V/def2-TZVPD

```
117
Properties=species:S:1:pos:R:3:forces:R:3:mulliken_charge:R:1
N -6.01032 2.52070 -1.33254 3.677 -0.504 -0.390 -0.513
C -4.56287 2.85854 -1.72010 2.329 -0.740 -0.541 0.140
N -3.74108 1.74656 -2.30742 1.115 5.337 1.309 -0.259
C -2.35039 2.16535 -2.69178 0.100 0.496 -0.176 0.219
C -1.38881 1.00100 -3.39529 1.443 0.906 0.291 -0.064
C -2.07390 -0.50266 -3.65411 0.589 2.187 -0.384 -0.201
O -3.14585 -0.28865 -4.63839 -0.647 -3.953 0.601 -0.306
C -3.82741 -1.54023 -5.00696 -0.836 0.335 -2.497 0.844
F -2.83994 -2.43980 -5.66870 -3.548 2.593 2.814 -0.207
F -4.57657 -2.18547 -3.89329 3.036 2.107 -3.884 -0.217
F -4.81766 -1.16838 -6.08537 3.596 -1.434 4.296 -0.220
C 0.17782 1.28624 -3.84580 -3.601 3.423 2.399 0.005
S 1.27870 -0.05463 -4.63440 2.355 2.513 -6.158 1.071
O 2.57794 0.63723 -5.20018 -4.991 -2.518 3.134 -0.630
O 0.56576 -0.85628 -5.75099 1.606 2.133 4.426 -0.530
C 1.79361 -1.19008 -3.19203 0.739 -2.366 2.513 0.857
F 1.12789 -2.51830 -3.37395 2.687 4.743 0.943 -0.206
F 3.27857 -1.28319 -3.13542 -5.824 0.098 -0.019 -0.166
F 1.26640 -0.58956 -1.90997 1.940 -2.184 -4.034 -0.246
C 0.72131 2.84247 -3.56285 -3.046 -0.518 0.751 -0.589
C -0.24104 3.99573 -2.90090 -0.212 -3.500 -0.814 -0.508
C -1.81383 3.67909 -2.42757 1.999 -0.346 -0.786 0.323
N -2.56329 4.83522 -1.82549 -3.817 -6.580 -0.859 -0.479
C -3.95184 4.35189 -1.51454 1.026 -1.413 -1.211 0.115
S -5.13600 5.64798 -0.76134 1.032 -0.926 -0.482 -0.083
H -6.22392 2.82276 -0.35682 0.790 -0.423 -0.843 0.239
H -6.05670 1.45821 -1.37815 -0.091 1.796 0.044 0.335
H -2.57534 -0.78677 -2.60934 -0.221 -0.544 -3.476 0.316
H -1.28222 -1.31457 -3.96424 -1.642 1.520 0.562 0.459
H 1.82721 3.06036 -3.90839 -2.554 -0.305 0.856 0.402
H 0.19561 5.09319 -2.74555 -1.077 -2.742 -0.403 0.347
H -6.46784 5.35119 -1.10372 2.322 -0.236 -0.946 0.084
C -4.64593 7.72929 5.32054 0.031 -0.093 -0.077 -0.565
C -5.87377 7.27843 4.83343 0.217 -0.312 -0.187 -0.527
C -5.93139 6.14017 4.02693 0.061 0.101 0.098 -0.168
C -4.74833 5.45533 3.71685 -0.009 0.576 0.462 -0.038
C -3.51347 5.91018 4.19818 0.028 0.000 0.011 -0.304
C -3.46813 7.05136 5.00150 -0.327 -0.164 -0.177 -0.561
N -4.80519 4.24354 2.89054 0.979 -0.294 -0.275 1.142
O -5.91428 3.88402 2.46819 0.858 0.098 -0.079 -0.577
O -3.74212 3.64725 2.66608 -1.914 1.023 -0.015 -0.564
H -4.60668 8.61407 5.95366 -0.013 -0.198 -0.144 0.414
H -6.78720 7.81303 5.08522 0.190 -0.125 -0.057 0.478
H -6.89605 5.80158 3.65528 0.328 -0.106 0.087 0.541
H -2.58705 5.39119 3.96123 -0.341 -0.003 -0.011 0.446
H -2.51474 7.41066 5.38255 -0.198 -0.133 -0.112 0.403
C 8.30224 -4.87470 2.44735 -0.422 -0.033 0.360 -1.262
C 7.23495 -5.69444 1.74120 0.557 -0.054 -0.013 0.067
C 7.07662 -5.35781 0.25982 -0.314 -0.222 0.104 -0.855
C 6.53783 -3.97178 -0.12526 0.160 -0.543 -0.308 -0.611
N 5.08636 -3.64603 0.30448 -0.552 0.333 -0.168 0.626
C 5.04504 -2.97235 1.68660 0.184 -0.199 -0.173 -0.481
C 5.23549 -1.50085 1.38931 0.295 0.176 0.302 -0.876
C 4.37175 -1.28425 0.16996 -0.470 0.490 -0.218 -0.365
C 4.50039 -2.55594 -0.65112 0.253 -0.374 0.022 -0.562
C 4.17401 -4.86444 0.26797 0.464 0.320 -0.022 -1.259
H 8.08580 -3.80385 2.41211 0.033 0.171 0.026 0.248
H 8.36218 -5.17163 3.50017 0.061 0.105 -0.217 0.376
H 9.28492 -5.04131 1.99454 0.414 -0.269 -0.163 0.325
H 6.28550 -5.59847 2.27428 -0.264 -0.044 0.250 -0.291
H 7.51701 -6.75169 1.81783 -0.106 0.196 -0.064 0.524
H 6.45966 -6.13068 -0.21267 0.032 0.173 -0.098 0.324
H 8.06428 -5.45896 -0.21210 -0.164 0.217 0.035 0.552
H 6.55176 -3.92851 -1.22217 -0.179 0.061 0.281 0.310
H 7.18616 -3.17180 0.24359 -0.284 -0.021 0.102 0.409
H 4.05582 -3.15889 2.12236 0.215 -0.070 -0.163 0.465
H 5.81631 -3.38801 2.33342 -0.091 -0.192 -0.141 0.213
H 6.28413 -1.27566 1.16261 -0.137 -0.080 0.110 0.267
H 4.93235 -0.86603 2.22807 0.127 -0.207 -0.091 0.472
H 4.67156 -0.39888 -0.39874 -0.057 -0.172 0.028 0.360
H 3.32566 -1.14042 0.46879 0.164 -0.012 0.002 0.249
H 5.17728 -2.42383 -1.50226 -0.116 -0.264 0.304 0.249
H 3.52625 -2.89095 -1.02334 0.383 -0.203 0.090 0.171
H 4.48522 -5.57318 1.03708 0.053 0.119 -0.200 0.346
H 4.23407 -5.30601 -0.72984 -0.013 -0.004 0.162 0.476
H 3.14946 -4.54038 0.47617 0.269 0.060 -0.064 0.484
Br -7.74313 10.52036 3.36586 -0.044 -0.142 -0.223 -0.097
C -8.90970 9.60806 2.09698 0.036 0.325 0.275 -0.775
C -8.60122 8.13017 2.03504 -0.490 -0.040 0.031 -0.484
Br -6.98415 7.78920 0.99926 0.033 -0.248 -0.083 -0.051
H -8.79521 10.11613 1.13543 -0.032 -0.222 0.197 0.400
H -9.92328 9.77481 2.47240 0.156 -0.172 -0.106 0.405
H -9.39441 7.59229 1.50845 0.035 0.192 0.094 0.452
H -8.45169 7.67633 3.01884 0.027 0.215 -0.208 0.292
C 2.56977 -4.38405 -5.77946 -0.587 -0.998 2.135 -0.484
C 2.98327 -3.79666 -6.91551 1.428 0.758 -1.697 0.525
C 4.47813 -3.96095 -7.17273 1.335 0.010 -0.832 0.554
O 5.05778 -3.56546 -8.18913 -1.183 -0.283 1.325 -0.571
C 5.30056 -4.63515 -6.13381 1.435 1.604 -3.111 -0.353
C 4.88871 -5.21134 -4.99074 -1.047 -2.352 4.377 0.353
C 3.37778 -5.14028 -4.78626 -1.991 -0.120 0.316 0.464
O 2.77686 -5.66686 -3.84462 1.308 0.687 -0.832 -0.650
O 5.59172 -5.78692 -4.10407 -0.883 1.288 -1.763 -0.603
O 2.29097 -3.15241 -7.76216 -0.371 0.949 0.258 -1.013
H 1.51929 -4.33014 -5.51618 -0.044 -0.071 -0.034 0.456
H 6.35844 -4.64384 -6.36983 0.047 -0.043 -0.041 0.495
Li 1.54964 -1.38631 -8.12142 0.482 -1.182 0.398 0.925
Na -7.94294 5.00299 0.04991 -0.481 0.010 0.785 0.811
C -0.68580 -2.09842 4.75645 0.065 0.194 -0.309 -1.038
C -1.73398 -2.02402 5.85262 0.371 -0.694 -0.059 -0.172
O -2.36205 -0.73537 5.88385 -1.041 0.468 -0.753 -0.364
C -3.26082 -0.49571 4.89918 0.352 -0.462 -0.111 0.747
O -3.57691 -1.27022 4.00790 0.316 1.122 1.088 -0.582
O -3.73010 0.76786 5.05234 0.289 -0.864 -0.041 -0.329
C -4.60631 1.18623 4.00904 -0.336 -0.019 -0.233 -0.460
H 0.04132 -1.28532 4.86295 -0.044 -0.183 0.155 0.290
H -0.15698 -3.05526 4.79038 -0.070 0.124 0.082 0.363
H -1.13438 -1.99201 3.76435 -0.069 -0.125 0.157 0.266
H -1.24852 -2.16272 6.82463 -0.258 0.326 -0.123 0.304
H -2.48493 -2.81621 5.75173 0.049 0.277 -0.107 0.300
H -5.43707 0.48478 3.88178 0.234 0.025 0.001 0.347
H -4.04684 1.29636 3.07483 -0.189 -0.143 0.146 0.213
H -5.01893 2.16162 4.28193 0.248 -0.340 0.248 0.098
O 5.34989 -7.01063 4.43150 0.418 0.675 1.248 -0.520
H 5.10824 -7.21381 3.54631 -0.410 -0.560 -1.481 0.283
F 10.87222 -6.18190 1.50523 -0.457 0.247 -0.009 -0.536
Al -2.03496 -0.36878 -1.09798 0.705 0.986 2.204 0.337
```
Forces are in eV/Å.

## Properties
E_tot = -266186.563 eV
Total charge = +2
E_LUMO = -8.43 eV
HOMO level = -9.7 eV
Max |F| = 7.66 eV/A
Gap between HOMO and LUMO = 1.226 eV


2.
Molecular formula: C38H47AsCeN5O2PS
Method: DFT, ωB97M-V/def2-TZVPD

```
96
Properties=species:S:1:pos:R:3:forces:R:3:lowdin_spin:R:1
Ce 0.24399 0.00537 -0.05496 1.071 -1.014 -0.831 1.011
N -1.64193 -2.79773 -1.64921 0.054 0.040 0.231 0.001
P -2.17730 -1.26424 -1.06100 -1.138 -0.973 -0.790 0.001
C -3.84826 -1.80636 -0.57929 0.104 0.180 0.181 0.000
C -4.84063 -2.07703 -1.52104 0.018 -0.017 -0.017 0.000
C -6.05340 -2.60910 -1.11162 -0.018 0.000 -0.052 0.000
C -6.28180 -2.87543 0.23148 0.010 0.000 0.048 0.000
C -5.29748 -2.60937 1.17205 -0.014 0.004 -0.005 0.000
C -4.08368 -2.07263 0.76925 -0.028 0.043 -0.067 0.000
C -2.43656 -0.30624 -2.59356 0.049 -0.033 0.020 0.000
C -1.49832 -0.40339 -3.62097 -0.062 -0.020 0.053 0.000
C -1.58854 0.42712 -4.72883 -0.008 0.022 -0.021 0.000
C -2.61243 1.35865 -4.81797 0.035 -0.010 -0.036 0.000
C -3.54906 1.45899 -3.79867 -0.040 0.009 0.048 0.000
C -3.45832 0.63558 -2.68838 0.042 -0.016 0.039 0.000
C -0.31992 -3.17818 -1.67107 0.093 0.080 -0.105 0.000
C 0.02820 -4.52818 -1.79602 -0.023 -0.044 -0.012 0.000
C 1.35593 -4.86065 -1.92670 -0.065 0.050 0.009 0.000
C 2.31079 -3.84672 -1.94987 0.039 0.009 -0.053 0.000
C 1.88817 -2.54933 -1.78939 0.016 -0.119 0.005 0.000
N 0.59611 -2.19824 -1.61456 -0.097 -0.326 -0.095 -0.001
H -2.32156 -3.54106 -1.70258 -0.011 0.012 -0.061 0.000
H -4.66537 -1.87328 -2.57008 -0.010 0.004 -0.006 0.000
H -6.82323 -2.81742 -1.84299 0.007 0.002 -0.004 0.000
H -7.23084 -3.29008 0.54493 0.001 -0.002 -0.002 0.000
H -5.47356 -2.81595 2.21934 -0.007 0.002 -0.001 0.000
H -3.31797 -1.85589 1.50230 -0.017 -0.020 0.028 0.000
H -0.70386 -1.13674 -3.55976 0.012 0.004 -0.023 0.000
H -0.85947 0.34211 -5.52417 -0.009 0.000 -0.005 0.000
H -2.68669 2.00040 -5.68590 0.008 0.007 0.007 0.000
H -4.35292 2.18047 -3.86892 0.001 -0.003 -0.008 0.000
H -4.19148 0.71338 -1.89403 -0.027 0.013 -0.027 0.000
H -0.74677 -5.28307 -1.79339 0.008 -0.003 -0.011 0.000
H 1.64745 -5.89861 -2.01831 0.004 0.000 -0.015 0.000
H 3.36102 -4.05897 -2.08535 -0.002 0.005 0.014 0.000
H 2.59157 -1.73007 -1.78947 -0.015 0.017 0.087 0.000
O 0.53280 1.85865 1.27171 -0.471 1.162 -0.197 -0.003
N -0.25087 2.85955 1.04742 0.154 0.194 0.352 0.001
N -1.06586 2.70712 0.09818 -0.217 0.529 -0.020 0.000
O -1.15351 1.61849 -0.64176 -0.480 1.274 0.225 -0.004
C -1.96623 3.79533 -0.18691 -0.116 0.134 -0.113 0.000
C -3.27893 3.48791 -0.50148 0.091 -0.096 0.021 0.000
C -4.15802 4.52123 -0.77698 -0.003 0.045 0.006 0.000
C -3.71671 5.83713 -0.74083 0.008 0.033 -0.004 0.000
C -2.39614 6.12538 -0.42610 -0.038 0.006 -0.008 0.000
C -1.50535 5.10096 -0.14862 0.063 -0.089 0.034 0.000
H -3.58768 2.45291 -0.52195 -0.032 0.017 -0.012 0.000
H -5.19039 4.30337 -1.01516 0.005 -0.023 -0.005 0.000
H -4.40185 6.64409 -0.96337 -0.013 -0.013 0.007 0.000
H -2.05624 7.15171 -0.40532 0.015 -0.007 0.000 0.000
H -0.46992 5.30097 0.08931 -0.007 0.019 -0.006 0.000
C 1.77415 0.62786 3.86327 -0.126 -0.009 -0.107 0.000
As -0.15118 0.49866 3.82357 -0.083 -0.137 0.879 0.000
C -0.56802 -0.47094 5.44807 0.075 0.007 -0.078 0.000
C -0.89275 2.25081 4.15535 0.097 -0.082 -0.107 0.000
S -1.14780 -0.63835 2.32840 -0.059 -0.055 0.235 -0.001
H 2.02332 1.25958 4.71628 -0.033 0.025 -0.007 0.000
H 2.15485 1.06174 2.94422 0.014 0.009 -0.006 0.000
H 2.19032 -0.36641 4.00837 -0.008 -0.012 -0.032 0.000
H -0.00683 -0.09142 6.30089 0.014 0.066 -0.041 0.000
H -0.31735 -1.51650 5.27719 0.020 0.008 0.019 0.000
H -1.63598 -0.39474 5.64302 -0.003 0.026 -0.035 0.000
H -0.54868 2.56624 5.14001 0.000 -0.019 0.007 0.000
H -1.97799 2.17396 4.15127 0.000 -0.036 -0.011 0.000
H -0.56474 2.96123 3.40356 0.004 -0.005 -0.021 0.000
C 6.53351 -0.97455 2.15241 -0.022 -0.008 -0.020 0.000
C 5.07018 -1.11565 1.82711 0.017 -0.045 0.054 0.000
C 4.28477 -2.02856 2.53002 -0.061 0.034 -0.023 0.000
C 2.94148 -2.17605 2.20906 -0.044 -0.018 0.109 0.000
C 2.07132 -3.17353 2.92848 0.027 0.009 -0.046 0.000
C 2.40828 -1.39645 1.19817 0.141 0.077 -0.181 -0.001
C 3.16760 -0.45978 0.43799 0.030 -0.098 0.212 0.000
C 4.52240 -0.34667 0.80839 0.002 0.111 0.005 0.000
N 2.49092 0.21081 -0.54142 0.288 -0.051 -0.252 -0.004
C 3.09046 1.14730 -1.49033 -0.023 0.160 -0.056 0.000
C 1.92653 1.58183 -2.40096 0.172 -0.051 0.253 0.000
C 3.64092 2.40481 -0.79778 -0.006 -0.120 -0.019 0.000
C 4.16523 0.50206 -2.37887 -0.073 -0.002 0.096 0.000
H 6.77429 -1.44809 3.10280 0.008 0.008 0.003 0.000
H 6.82748 0.07408 2.20343 0.005 0.000 -0.002 0.000
H 7.14094 -1.44854 1.37888 0.012 0.005 0.008 0.000
H 4.71806 -2.62930 3.32075 0.033 0.011 -0.005 0.000
H 2.43211 -3.35643 3.94087 0.004 0.003 0.000 0.000
H 2.07487 -4.13122 2.40302 -0.012 -0.002 0.010 0.000
H 1.03572 -2.82972 2.97798 -0.008 -0.016 -0.002 0.000
H 1.35827 -1.55539 0.95851 0.681 -1.009 0.558 0.000
H 5.17028 0.35550 0.30396 -0.023 -0.021 -0.030 0.000
H 1.17942 2.14492 -1.82873 -0.009 0.048 -0.068 0.000
H 1.44863 0.70312 -2.84848 -0.012 0.020 -0.046 0.000
H 2.27832 2.22670 -3.20583 -0.047 0.010 -0.024 0.000
H 2.92368 2.75556 -0.05271 0.004 0.034 -0.009 0.000
H 3.80829 3.19874 -1.52789 0.029 0.007 0.005 0.000
H 4.58617 2.20944 -0.29407 -0.013 0.060 0.017 0.000
H 3.70937 -0.17979 -3.10021 0.013 -0.021 0.007 0.000
H 4.88883 -0.06000 -1.79077 0.035 0.008 -0.015 0.000
H 4.70334 1.27021 -2.93669 -0.003 -0.017 -0.037 0.000
```
Forces are in eV/Å.

## Properties
Multiplicity = 2
E_tot = -145601.884 eV
Total charge = +1
E_LUMO (spin up / spin down) = -2.15 / -2.14 eV
HOMO level (spin up / spin down) = -9.2 / -9.3 eV
Max |F| = 1.69 eV/A
Gap between HOMO and LUMO (spin up / spin down) = 7.081 / 7.130 eV
⟨S²⟩ = 0.75